The following is a quantum chemistry calculation of a cluster of 27 separate species, C27H108N54O27 in total, from the OMol25 dataset.

The value obtained for the energy above the lowest of the compared OMol25 structures with the same formula, charge and spin is 247.5 kJ/mol. The frontier orbital gap comes out at 0.3373 hartree. The total charge is 0. Its HOMO energy is -9.05 eV.

Geometry as XYZ:
```
216
Properties=species:S:1:pos:R:3:forces:R:3:lowdin_charge:R:1
C 4.546 1.441 1.481 3.2462 0.4522 -3.8295 -0.627
O 4.542 2.683 1.486 -0.8124 -0.5856 0.6156 -0.031
N 5.315 0.812 0.411 -1.2188 2.0934 2.2703 0.165
N 4.076 0.599 2.362 -0.6803 -2.2321 1.4803 0.165
H 5.286 -0.149 0.194 -0.4379 -1.1106 -0.0128 0.035
H 5.384 1.406 -0.385 0.1783 0.3202 -0.5253 0.060
H 4.223 -0.432 2.112 -0.9054 1.7120 0.6049 0.101
H 3.478 0.931 3.132 0.5167 -0.5597 -0.6949 0.118
C 3.933 4.677 -1.596 -0.4345 -0.1138 1.7106 -0.654
O 4.517 3.838 -2.244 1.7589 -1.1724 -1.4470 -0.003
N 4.460 5.208 -0.411 1.8285 -0.7442 -1.9402 0.176
N 2.710 5.042 -1.964 -1.1890 0.8056 0.1805 0.206
H 5.168 4.594 -0.003 0.0868 0.0798 -0.7682 0.088
H 3.816 5.247 0.293 -2.5154 0.7677 2.0813 0.013
H 2.144 5.684 -1.446 0.0106 0.4831 0.2922 0.068
H 2.299 4.685 -2.812 0.3101 -0.0866 -0.2477 0.071
C 4.503 -1.263 5.533 -0.0743 3.5028 -3.0100 -0.722
O 3.412 -0.775 5.233 -1.3157 -0.1798 0.1928 -0.033
N 4.670 -2.293 6.260 1.4129 -4.1735 3.3065 0.206
N 5.569 -0.661 4.993 0.9091 1.4693 -1.4846 0.176
H 3.851 -2.675 6.672 -0.8502 -0.3366 0.2456 0.088
H 5.541 -2.762 6.556 -0.7492 0.9680 -0.7225 0.149
H 5.459 -0.035 4.172 -0.2380 -0.7168 1.1457 0.108
H 6.487 -0.949 5.180 1.1599 -0.5259 0.2240 0.082
C 0.587 0.564 0.962 1.1287 -0.1545 0.0084 -0.608
O 0.733 0.371 2.198 -0.8755 0.0057 -1.2089 -0.079
N -0.207 -0.209 0.139 0.2937 -0.0656 2.1107 0.196
N 1.356 1.479 0.312 -0.2292 -0.2543 1.5613 0.214
H -0.234 0.059 -0.825 -0.5598 0.1543 -0.4295 0.057
H -1.010 -0.614 0.636 0.4328 0.1587 -0.8890 0.100
H 1.300 1.530 -0.681 -0.0418 0.6254 -0.7637 0.057
H 1.821 2.178 0.900 -0.0585 -0.4567 -0.6993 0.114
C -7.142 -1.763 -2.536 -2.3957 -0.7937 -0.8828 -0.634
O -6.162 -2.489 -2.641 0.5669 1.4162 -0.3338 0.003
N -7.436 -0.532 -3.105 2.4874 -0.1161 -0.4847 0.146
N -8.288 -2.317 -1.970 0.6268 0.7269 -0.0701 0.130
H -8.365 -0.137 -3.155 0.3300 -0.3703 0.1080 0.101
H -6.699 -0.124 -3.706 -0.9517 -0.2959 0.8187 0.119
H -8.895 -1.648 -1.521 -0.1690 -0.5877 0.3136 0.093
H -8.066 -3.211 -1.566 -0.4534 0.0888 0.4972 0.096
C 0.959 -7.345 1.463 0.2227 1.7887 3.4402 -0.668
O 0.366 -8.132 0.780 0.1787 -0.9650 -2.2640 0.029
N 2.246 -6.821 1.320 -1.2677 -1.0097 -0.6905 0.156
N 0.358 -6.920 2.653 2.7694 1.6060 -0.4105 0.152
H 2.580 -6.105 1.956 -0.1261 -0.1513 -0.4461 0.080
H 2.610 -6.973 0.396 0.5128 0.2887 0.1881 0.083
H 0.660 -5.964 2.968 -0.4504 -1.4275 -0.0717 0.048
H -0.598 -7.069 2.642 -2.0549 -0.3282 0.1058 0.043
C 3.498 6.012 2.971 -2.6859 -0.7429 -3.4632 -0.642
O 2.378 5.723 2.457 1.4598 -0.0145 1.1444 -0.041
N 4.594 5.255 2.855 0.3510 -1.4873 0.2317 0.185
N 3.736 7.282 3.315 -0.1437 1.3470 1.2569 0.168
H 4.618 4.262 2.599 -0.7878 0.3283 -0.1448 0.076
H 5.363 5.522 3.407 0.9993 0.3285 0.5064 0.088
H 4.588 7.436 3.806 0.3396 0.5417 0.3436 0.093
H 2.938 7.841 3.599 0.3671 -0.2520 -0.0988 0.111
C -1.223 -5.200 -1.939 -2.5489 -1.8783 -0.4277 -0.625
O -2.311 -5.828 -2.182 1.6160 1.6221 0.6923 -0.073
N -1.062 -3.869 -2.172 1.2205 -0.1722 -0.0302 0.199
N -0.146 -5.859 -1.469 1.1231 0.0877 0.0702 0.180
H -1.759 -3.183 -1.981 -0.9070 0.1269 -0.4745 0.060
H -0.149 -3.491 -1.959 -0.0301 -0.1057 0.0072 0.091
H 0.735 -5.376 -1.659 -0.2049 -0.6652 0.5290 0.072
H -0.167 -6.799 -1.033 -0.1337 0.8746 -0.7652 0.107
C 4.652 -0.054 -3.487 0.5266 -2.0336 1.8633 -0.658
O 5.424 -0.201 -2.523 -0.6591 1.1094 -1.3686 -0.001
N 4.315 1.061 -4.178 -0.6526 2.4727 1.0812 0.151
N 3.942 -1.171 -3.897 -0.7669 -0.5028 -1.9172 0.122
H 4.485 1.940 -3.617 0.1804 -1.2220 -0.8189 0.100
H 3.307 1.076 -4.417 0.7597 -0.1179 -0.2064 0.064
H 4.299 -2.053 -3.594 0.3844 -0.1924 0.5575 0.074
H 3.664 -1.271 -4.891 0.1716 0.5664 1.0485 0.099
C 3.616 -2.576 0.125 0.9623 0.0616 1.9676 -0.602
O 4.105 -2.046 1.159 -0.0649 -0.3856 -1.5067 -0.069
N 3.957 -3.890 -0.159 -1.3040 0.9744 -0.6065 0.172
N 2.743 -1.922 -0.656 0.3405 -0.6272 0.4730 0.231
H 4.861 -4.186 0.140 0.1502 -0.1970 0.1649 0.098
H 3.422 -4.414 -0.845 0.5354 0.2441 0.0051 0.077
H 2.382 -1.041 -0.379 -0.0012 0.6224 0.4332 0.078
H 2.393 -2.295 -1.495 -0.2261 -0.5871 -1.1320 0.065
C 1.106 -3.521 3.200 -0.4862 -0.3295 -0.8092 -0.555
O 1.577 -4.613 3.668 -0.2946 2.4253 -0.8942 -0.092
N -0.258 -3.344 3.089 0.3423 1.4403 -0.7493 0.194
N 1.888 -2.486 2.710 -1.2548 -1.9773 1.2919 0.207
H -0.661 -2.520 2.582 0.9669 -1.0846 0.7079 0.115
H -0.909 -4.119 3.161 0.2766 -0.4115 0.1880 0.039
H 1.446 -1.599 2.533 0.0566 0.3506 -0.0973 0.057
H 2.837 -2.504 3.029 0.3501 0.1840 -0.2311 0.087
C 0.986 -3.950 7.006 -0.0806 1.6750 -1.0429 -0.609
O 0.673 -3.638 8.151 -0.0752 -0.9745 -0.5521 0.009
N 1.582 -2.953 6.190 -0.1686 -2.0950 1.9709 0.158
N 0.799 -5.132 6.333 -0.0505 0.1695 0.5802 0.171
H 1.808 -3.199 5.270 0.2747 0.1004 -1.2001 0.028
H 1.393 -2.029 6.470 0.0280 0.8043 0.0707 0.040
H 0.915 -5.171 5.318 0.0755 0.2299 0.4655 0.058
H 0.138 -5.777 6.724 0.0618 -0.1067 0.2852 0.102
C -2.690 -0.478 -1.842 -0.7187 -0.2473 -0.0940 -0.668
O -2.120 -1.141 -2.730 0.7262 0.2091 -0.1262 -0.065
N -3.438 -1.128 -0.950 0.2300 -1.9007 -0.7899 0.210
N -2.705 0.853 -1.730 2.1500 1.3438 -1.3969 0.213
H -3.536 -2.122 -1.156 -0.2703 0.6526 0.4120 0.082
H -3.912 -0.711 -0.183 -0.3696 0.4378 0.8060 0.050
H -1.913 1.463 -2.116 -1.8019 -1.2521 0.7529 0.118
H -3.362 1.181 -1.063 -0.1716 0.9872 0.6722 0.078
C 3.138 5.081 -5.563 -1.4033 -2.1391 3.2885 -0.628
O 2.112 4.723 -4.918 0.6993 0.6659 -0.9986 -0.054
N 4.347 4.757 -5.031 -1.5604 0.0710 -0.2140 0.191
N 3.031 5.707 -6.751 0.7149 0.1162 -0.5574 0.161
H 5.127 5.174 -5.442 1.5206 0.5316 -0.2304 0.082
H 4.339 4.449 -4.048 0.3271 0.0519 -0.4324 0.066
H 2.111 5.569 -7.106 -0.6015 0.1419 -0.3555 0.099
H 3.747 5.432 -7.400 0.1761 0.2507 -0.3218 0.102
C 0.145 7.807 0.549 2.1115 0.5099 -0.8501 -0.720
O -0.333 8.564 -0.235 -2.7293 1.7171 -1.6936 0.049
N 0.679 6.622 0.053 0.8203 1.0332 1.9169 0.170
N 0.399 8.229 1.808 1.2027 -2.0269 1.1618 0.166
H 1.237 6.155 0.750 -0.2478 -1.0806 0.0725 0.054
H -0.009 6.171 -0.493 -0.4357 -1.0593 -0.6287 0.060
H 1.027 7.649 2.357 -0.4934 0.1368 0.2068 0.071
H 0.014 9.067 2.170 -0.0492 0.6004 -0.1626 0.101
C -2.149 4.299 -2.526 0.0127 0.3246 3.1941 -0.674
O -3.196 4.823 -2.131 -0.1962 -0.1735 -1.7670 -0.007
N -1.208 4.070 -1.562 1.8665 -1.0048 0.9170 0.139
N -1.770 3.844 -3.744 -0.5025 0.2408 -1.7969 0.163
H -0.411 3.419 -1.778 -1.2037 0.9114 0.3458 0.079
H -1.490 4.162 -0.543 0.2774 -0.3551 -1.5273 0.068
H -2.390 4.068 -4.527 0.4877 -0.0179 0.5667 0.119
H -0.771 3.906 -3.945 -0.5816 -0.1043 0.0392 0.095
C -6.561 3.103 0.336 3.8671 -2.6628 2.0180 -0.697
O -7.480 3.801 0.158 -3.0391 2.5328 -1.3859 0.077
N -5.208 3.434 0.050 -1.1717 0.1881 -0.0747 0.150
N -6.668 1.898 0.978 0.4120 -1.2653 0.2817 0.148
H -5.188 4.434 -0.032 0.3476 0.3927 -0.3819 0.074
H -4.522 3.131 0.725 -0.0156 -0.3166 0.0502 0.061
H -7.550 1.485 1.188 -0.6173 0.4563 -0.1193 0.084
H -5.899 1.275 1.209 0.2696 0.5493 -0.4610 0.052
C -0.244 -0.164 5.756 0.6885 0.3802 -0.7881 -0.663
O -1.260 -0.531 5.181 -0.2258 -0.0269 0.0771 0.016
N -0.117 -0.049 7.109 -0.5075 -1.4917 1.0539 0.158
N 0.905 0.220 5.078 -0.1306 -0.8854 -0.0462 0.141
H 0.845 0.036 7.418 -0.2218 0.1335 0.1028 0.100
H -0.583 -0.854 7.565 0.1732 0.9764 -0.0211 0.125
H 1.768 -0.154 5.521 -0.4752 0.5955 -0.6200 0.048
H 0.815 -0.170 4.138 0.3154 0.5771 0.0357 0.049
C -3.963 -4.228 0.300 -0.1831 0.3769 0.2254 -0.654
O -3.977 -3.257 1.081 -0.4093 -0.5226 -0.2445 -0.032
N -3.165 -5.296 0.489 0.0348 -0.2349 -0.4239 0.183
N -4.783 -4.297 -0.806 1.7668 -1.4081 1.0200 0.176
H -2.593 -5.257 1.323 0.1627 -0.2554 -0.3514 0.073
H -2.942 -5.834 -0.361 0.1228 0.0410 0.9051 0.075
H -5.336 -3.507 -0.920 -1.0570 1.3514 -0.9793 0.030
H -4.491 -4.908 -1.570 -0.3676 0.5034 0.2319 0.098
C 0.571 4.055 4.205 1.0797 -1.3543 0.9325 -0.698
O -0.044 5.049 4.501 -0.5564 1.8769 0.0975 0.024
N 1.677 3.617 4.916 -0.1566 -0.2427 -0.1579 0.154
N 0.181 3.235 3.216 0.8255 -0.0617 0.3370 0.203
H 1.799 4.140 5.775 -0.0683 -0.3752 -0.0781 0.101
H 1.624 2.601 4.994 0.5140 0.2912 0.4386 0.063
H -0.679 3.590 2.880 -1.1088 -0.7103 -1.2078 0.053
H 0.472 2.264 3.240 -0.3440 0.1138 -0.4899 0.061
C -3.252 0.253 2.102 -0.0621 0.7252 -1.6282 -0.656
O -4.035 0.503 1.163 -0.2952 0.2480 0.2283 -0.047
N -2.297 1.112 2.451 -0.8921 -0.7611 0.3952 0.234
N -3.203 -0.905 2.700 -0.0338 -2.9554 1.8726 0.209
H -2.239 1.890 1.902 0.3038 2.7172 -1.3963 0.052
H -1.651 0.947 3.160 1.0606 -0.3933 1.2105 0.062
H -2.573 -1.060 3.473 0.1659 0.4260 0.0929 0.058
H -3.760 -1.717 2.467 -0.2027 0.3833 -0.6212 0.076
C -2.087 5.427 1.359 -0.7741 0.3230 -0.9868 -0.706
O -1.934 4.203 1.217 -0.1126 -0.5812 0.0308 -0.035
N -1.734 6.090 2.429 1.6361 0.1753 2.8716 0.185
N -2.648 6.231 0.440 -0.4662 -1.1620 -0.6798 0.199
H -1.727 7.119 2.417 0.1357 -1.2330 0.3016 0.113
H -1.122 5.550 3.096 -0.6284 1.4131 -0.2635 0.083
H -3.048 5.804 -0.381 0.0685 0.2779 -0.5699 0.069
H -2.490 7.199 0.555 -0.2605 0.8520 -0.5276 0.086
C 2.250 -4.573 -4.351 -0.0888 -0.6535 -1.1430 -0.651
O 2.143 -4.422 -3.164 0.3116 -0.1653 2.5729 0.006
N 2.740 -5.757 -4.926 -0.2605 0.6661 -0.1939 0.153
N 1.889 -3.551 -5.187 0.8832 -1.2854 -0.4152 0.170
H 2.991 -6.580 -4.392 -0.2895 0.7101 0.3699 0.105
H 2.539 -5.979 -5.886 0.0477 0.2804 -0.0755 0.086
H 1.253 -2.871 -4.801 -0.3265 -0.0435 -0.0419 0.071
H 1.700 -3.897 -6.103 -0.3400 0.5828 -0.7198 0.089
C -3.197 -4.813 3.962 -3.3244 1.4266 0.1783 -0.571
O -2.235 -5.330 3.408 -0.0946 0.2254 0.7205 -0.014
N -4.496 -5.343 3.819 1.3465 0.5614 0.5050 0.159
N -3.220 -3.603 4.712 2.5868 -1.2079 -1.4752 0.157
H -4.560 -6.211 3.360 0.1377 -0.9440 -0.6474 0.080
H -5.394 -4.988 4.130 0.8510 0.3665 0.1980 0.106
H -2.358 -3.022 4.533 -1.4677 -0.7162 0.6336 0.085
H -4.101 -3.126 4.725 -0.0905 0.2440 0.0219 0.085
C 0.531 1.017 -3.753 0.3653 1.3047 1.2756 -0.598
O 0.413 1.599 -2.634 -0.0644 -0.9180 -0.7362 -0.064
N 0.106 -0.216 -4.004 -0.2294 -0.0474 0.5322 0.202
N 1.242 1.666 -4.758 -0.7578 -1.4594 -0.4657 0.163
H 0.081 -0.413 -4.965 0.0055 -0.7001 -1.3715 0.051
H -0.680 -0.654 -3.492 0.2910 0.4136 0.1379 0.056
H 1.297 2.617 -4.532 0.5433 1.7606 0.2482 0.039
H 0.894 1.548 -5.715 0.0757 -0.2404 0.5284 0.085
C -1.871 -3.295 -5.179 -1.1754 0.9240 -0.0754 -0.670
O -0.901 -2.554 -5.249 0.5359 0.1220 -0.1886 -0.004
N -3.066 -2.830 -4.733 -0.7350 -1.0744 -0.4694 0.178
N -1.835 -4.583 -5.673 -0.6448 0.7490 0.2650 0.175
H -3.086 -1.872 -4.442 0.0368 -0.0449 0.5543 0.063
H -3.864 -3.443 -4.527 0.7344 0.6446 -0.1513 0.118
H -2.450 -5.217 -5.205 -0.2921 -0.4419 0.2253 0.089
H -0.893 -4.828 -5.563 1.4559 -1.0664 -0.1536 0.064
C -1.619 0.241 -7.283 -3.4532 -1.8817 -1.1849 -0.687
O -0.742 0.937 -6.929 2.8577 2.1269 1.8268 0.068
N -1.518 -0.468 -8.462 -1.5940 -0.4405 -1.7317 0.133
N -2.841 0.070 -6.637 1.1132 0.8073 -0.2229 0.173
H -2.337 -0.508 -9.129 1.1740 -0.0220 1.5329 0.130
H -0.705 -0.177 -8.960 0.5380 0.1074 -0.2912 0.084
H -2.821 0.210 -5.646 0.1005 0.3023 0.3452 0.087
H -3.308 -0.755 -6.899 -0.6222 -1.0466 -0.2078 0.069
```
Forces are in eV/Å.